Entry 1:
Entry from OMol25: an isolated molecule of C6H9NO (ωB97M-V/def2-TZVPD).

Each line ends with the Mulliken charge.
Element x y z (Å)
1 C 0.66649 -2.02348 -0.23194  -0.93
2 C 0.44666 -0.87609 0.39917  0.41
3 C -0.90366 -0.34828 0.68419  -0.74
4 C -1.62396 0.40039 -0.13975  0.01
5 C -1.19139 0.84233 -1.49781  -1.16
6 C 1.62663 -0.08035 0.87352  0.51
7 N 1.35649 1.22671 1.10970  -0.31
8 O 2.73763 -0.55236 1.00335  -0.64
9 H 1.67497 -2.36661 -0.38856  0.32
10 H -0.13624 -2.63872 -0.60087  0.32
11 H -1.29069 -0.60516 1.66466  0.38
12 H -2.60417 0.74207 0.16919  0.40
13 H -0.19391 0.47993 -1.72913  0.32
14 H -1.88358 0.46861 -2.25372  0.35
15 H -1.20148 1.93133 -1.55761  0.30
16 H 0.41986 1.58099 1.05681  0.22
17 H 2.10036 1.81870 1.43880  0.23

Computed properties:
- HOMO-LUMO gap: 10.340 eV
- SMILES: C=C(/C=C\C)C(N)=O

***

Entry 2:
Entry from OMol25: an isolated molecule of C6H9NO in a non-equilibrium geometry (ωB97M-V/def2-TZVPD).

Each line ends with the Mulliken charge.
Element x y z (Å)
1 C 0.45603 -0.69818 1.30175  -1.23
2 C 0.75312 -0.49928 -0.16247  0.80
3 C -0.39856 -1.16517 -0.87777  -0.80
4 O -1.63138 -0.38618 -0.31400  -0.47
5 C -1.64749 0.86209 0.06769  -0.11
6 C -0.39793 1.51261 0.21273  -0.71
7 C 0.70383 0.99855 -0.64443  0.21
8 N 1.92060 0.39868 -0.31157  -0.53
9 H -0.57109 -1.25998 1.41470  0.29
10 H 0.61882 0.05220 1.99869  0.39
11 H 1.31394 -1.35517 1.65547  0.33
12 H -0.38312 -1.23432 -1.95779  0.34
13 H -0.55181 -2.29225 -0.71256  0.26
14 H -2.73759 1.00857 0.41846  0.34
15 H -0.16060 2.53873 0.66517  0.30
16 H 0.29285 1.18545 -1.61131  0.32
17 H 2.42038 0.33365 -1.14277  0.29

Computed properties:
- HOMO-LUMO gap: 8.717 eV
- SMILES: C[C@]12COC=C[C@H]1N2

***

Entry 3:
Entry from OMol25: a structure of composition C6H9NO in a non-equilibrium geometry (ωB97M-V/def2-TZVPD).

Each line ends with the Mulliken charge.
Element x y z (Å)
1 C -0.05471 -1.01383 -0.91851  -0.69
2 C 0.86495 -0.10072 -0.50430  -0.23
3 C 0.60054 1.28965 -0.34002  -0.63
4 C -0.84278 1.05741 0.37975  -0.30
5 C -1.15119 -0.81763 -0.01005  0.10
6 C -0.46592 -0.29700 1.18542  -0.41
7 H -0.42325 -0.60120 -1.87235  0.34
8 H 0.45585 -1.97498 -0.90250  0.45
9 H 1.93562 -0.24903 -0.91937  0.31
10 H 0.65549 1.88093 -1.37442  0.30
11 H 1.40805 1.61322 0.41360  0.32
12 H -1.28289 1.92973 0.70519  0.59
13 H -1.55615 -2.02189 0.17017  0.23
14 H -0.74738 -0.49944 2.17895  0.50
15 H 1.51778 0.11601 1.31759  0.26
16 N 0.90241 -0.64802 0.86496  -0.63
17 O -1.81641 0.33680 -0.37412  -0.51

Computed properties:
- HOMO-LUMO gap: 10.061 eV

***

no.,LUMO energy (eV),total energy (eV)
1,0.87,-9905.0151
2,0.82,-9899.4313
3,0.90,-9900.7472